No. 1
The following is a quantum chemistry calculation of a structure of composition C40H50Br2IrN6S, from OMol25.

Geometry as XYZ:
```
100
Properties=species:S:1:pos:R:3:forces:R:3
Ir -0.052 -0.766 -0.596 0.1 0.1 0.1
Br -5.186 -3.317 -4.003 0.0 0.0 0.0
C -3.735 -2.694 -3.008 0.0 0.0 0.0
C -3.800 -2.635 -1.625 0.0 0.0 0.0
C -2.704 -2.158 -0.937 0.0 0.0 0.0
N -1.588 -1.742 -1.547 0.0 0.0 -0.1
C -1.525 -1.797 -2.895 0.0 0.0 0.0
C -2.580 -2.272 -3.650 0.0 0.0 0.0
C -0.281 -1.274 -3.486 0.0 0.0 0.1
C 0.043 -1.443 -4.819 0.0 0.0 0.0
C 1.234 -0.920 -5.298 0.0 0.0 0.0
Br 1.700 -1.134 -7.091 0.0 0.0 0.0
C 2.074 -0.251 -4.421 0.0 0.0 0.0
C 1.691 -0.134 -3.102 0.0 0.0 0.0
N 0.538 -0.622 -2.627 0.0 -0.1 0.0
H -4.682 -2.948 -1.086 0.0 0.0 0.0
H -2.708 -2.100 0.140 0.0 0.0 0.0
H -2.524 -2.295 -4.727 0.0 0.0 0.0
H -0.611 -1.988 -5.483 0.0 0.0 0.0
H 3.016 0.166 -4.749 0.0 0.0 0.0
H 2.335 0.361 -2.392 0.0 0.0 0.0
C 3.316 -2.698 -0.462 0.0 0.0 0.0
C 3.242 -1.619 0.619 0.0 0.0 0.0
C 4.098 -1.990 1.832 0.0 0.0 0.0
C 3.619 -0.268 0.050 0.0 0.0 0.0
C 4.938 -0.048 -0.319 0.0 0.0 0.0
C 5.341 1.162 -0.856 0.0 0.0 0.0
C 4.413 2.164 -1.066 0.0 0.0 0.0
C 3.072 2.004 -0.729 0.0 0.0 0.0
C 2.115 3.127 -1.117 0.0 0.0 0.0
C 2.329 4.370 -0.248 0.0 0.0 0.0
C 2.245 3.504 -2.597 0.0 0.0 0.0
C 2.700 0.776 -0.134 0.0 0.0 0.0
N 1.308 0.584 0.208 -0.1 0.0 0.0
C 0.770 1.525 0.924 0.0 0.0 -0.1
C -0.670 1.586 1.001 0.0 0.0 0.0
N -1.316 0.769 0.247 0.1 0.1 0.0
C -2.762 0.806 0.248 0.0 -0.1 0.0
C -3.441 0.185 1.307 0.0 0.0 0.0
C -4.828 0.095 1.226 0.0 0.0 0.0
C -5.517 0.616 0.149 0.0 0.0 0.0
C -4.825 1.294 -0.840 0.0 0.0 0.0
C -3.440 1.427 -0.814 0.0 0.0 0.0
C -2.818 2.331 -1.872 0.0 0.0 0.0
C -2.105 3.553 -1.286 0.0 0.0 0.0
C -1.924 1.614 -2.878 0.0 0.0 0.0
C -2.747 -0.301 2.568 0.0 0.0 0.0
C -3.249 -1.666 3.042 0.0 0.0 0.0
C -2.922 0.735 3.684 0.0 0.0 0.0
H 3.006 -3.664 -0.060 0.0 0.0 0.0
H 4.331 -2.801 -0.848 0.0 0.0 0.0
H 2.659 -2.460 -1.303 0.0 0.0 0.0
H 2.209 -1.576 0.951 0.0 0.0 0.0
H 5.143 -2.142 1.562 0.0 0.0 0.0
H 3.739 -2.925 2.267 0.0 0.0 0.0
H 4.066 -1.213 2.598 0.0 0.0 0.0
H 5.666 -0.835 -0.172 0.0 0.0 0.0
H 6.378 1.320 -1.124 0.0 0.0 0.0
H 4.734 3.094 -1.517 0.0 0.0 0.0
H 1.085 2.787 -0.985 0.0 0.0 0.0
H 3.330 4.776 -0.406 0.0 0.0 0.0
H 2.235 4.164 0.819 0.0 0.0 0.0
H 1.611 5.148 -0.511 0.0 0.0 0.0
H 3.218 3.942 -2.819 0.0 0.0 0.0
H 1.489 4.246 -2.853 0.0 0.0 0.0
H 2.105 2.642 -3.251 0.0 0.0 0.0
H 1.383 2.288 1.387 0.0 0.0 0.0
H -1.169 2.330 1.612 0.0 0.0 0.0
H -5.377 -0.376 2.030 0.0 0.0 0.0
H -6.595 0.535 0.099 0.0 0.0 0.0
H -5.375 1.766 -1.645 0.0 0.0 0.0
H -3.673 2.718 -2.430 0.0 0.0 0.0
H -1.116 3.301 -0.898 0.0 0.0 0.0
H -2.687 4.016 -0.488 0.0 0.0 0.0
H -1.958 4.300 -2.067 0.0 0.0 0.0
H -1.009 1.265 -2.397 0.0 0.0 0.0
H -1.640 2.299 -3.679 0.0 0.0 0.0
H -2.438 0.764 -3.328 0.0 0.0 0.0
H -1.682 -0.398 2.361 0.0 0.0 0.0
H -4.288 -1.621 3.369 0.0 0.0 0.0
H -2.663 -2.000 3.900 0.0 0.0 0.0
H -3.170 -2.428 2.265 0.0 0.0 0.0
H -3.978 0.855 3.934 0.0 0.0 0.0
H -2.544 1.718 3.398 0.0 0.0 0.0
H -2.401 0.417 4.590 0.0 0.0 0.0
S -0.246 -2.455 1.079 -0.1 -0.1 0.0
C 0.297 -2.145 2.687 0.0 0.1 0.0
N 0.179 -3.120 3.577 0.0 0.0 0.0
C 0.628 -3.009 4.967 0.0 0.0 0.1
C 1.776 -2.019 5.043 0.0 0.0 0.0
C 1.360 -0.711 4.394 0.0 0.0 0.0
N 0.821 -0.981 3.055 0.0 0.0 -0.1
H -0.251 -3.974 3.259 0.0 0.0 0.0
H 0.934 -3.998 5.302 0.0 0.0 0.0
H -0.207 -2.684 5.594 0.0 0.0 0.0
H 2.648 -2.426 4.528 0.0 0.0 0.0
H 2.050 -1.848 6.082 0.0 0.0 0.0
H 2.211 -0.041 4.281 0.0 0.0 0.0
H 0.603 -0.201 4.994 0.0 0.0 0.0
H 0.974 -0.316 2.315 0.0 -0.1 0.1
```
Forces are in eV/Å.

## Properties
net charge	+2
F_max	0.0031	hartree/bohr
electronic energy	-204981.3391	eV
ΔE to the lowest compared entry with this formula, charge and spin	0.0	kJ/mol
frontier orbital gap (alpha / beta)	6.43 / 6.90	eV
multiplicity	2
highest occupied orbital energy (alpha / beta)	-12.95 / -13.37	eV

---

No. 2
The following is a quantum chemistry calculation of a cluster of 2 separate species, C9H16N2S in total at a distorted geometry, from OMol25.

Geometry as XYZ:
```
28
Properties=species:S:1:pos:R:3:forces:R:3
C -2.498 -0.940 1.053 1.1 -0.7 1.8
C -3.868 -0.145 -0.454 -1.5 0.7 -0.5
C -1.649 -0.357 0.189 5.4 0.0 0.8
C 0.247 -2.277 -1.117 3.4 -3.6 3.1
C 0.645 1.450 -1.045 -0.3 1.5 -3.6
C 0.636 1.946 1.205 -2.6 1.4 0.4
C 2.577 0.707 0.366 0.2 1.7 -0.8
C 0.876 -1.763 0.250 -4.7 0.8 -1.4
C 0.955 0.862 0.250 4.2 -0.4 -0.4
N -3.769 -0.785 0.644 -1.6 -0.8 1.1
N 0.411 -0.413 0.563 -4.8 0.6 0.8
S -2.424 0.397 -1.141 0.9 -0.2 0.2
H -2.275 -1.457 2.068 -0.2 1.0 -2.2
H -4.839 0.151 -0.831 0.1 -0.1 -0.3
H -0.759 -2.633 -1.066 -0.3 -0.7 0.4
H 0.255 -1.524 -1.741 0.0 4.1 -3.3
H 1.043 -2.984 -1.532 -1.6 0.2 0.3
H 0.358 0.768 -1.816 -0.6 -1.0 -0.3
H -0.186 2.130 -0.856 -0.1 0.1 -0.8
H 1.398 2.011 -1.672 -0.1 -0.1 1.5
H 1.264 2.828 1.132 0.3 -0.1 -0.4
H 0.779 1.522 2.155 -0.3 -0.1 1.8
H -0.429 2.376 1.003 1.5 -1.1 0.9
H 2.997 1.705 0.811 -0.7 -2.0 -0.9
H 2.901 -0.116 0.979 0.0 -0.2 0.5
H 3.043 0.558 -0.656 -0.6 0.2 1.1
H 0.400 -2.316 1.066 1.0 -0.6 -0.1
H 1.910 -1.701 0.195 1.9 -0.5 0.2
```
Forces are in eV/Å.

## Properties
F_max	0.1140	hartree/bohr
electronic energy	-23402.5655	eV
ΔE to the lowest compared entry with this formula, charge and spin	483.3	kJ/mol
frontier orbital gap (alpha / beta)	8.99 / 8.99	eV
highest occupied orbital energy (alpha / beta)	-8.42 / -8.42	eV

---

No. 3
The following is a quantum chemistry calculation of the molecule C20H24N4O6, from OMol25.

Geometry as XYZ:
```
54
Properties=species:S:1:pos:R:3:forces:R:3
C -1.003 -1.954 5.720 0.0 0.2 -0.3
H -0.551 -2.221 6.671 0.0 0.0 0.1
H -2.044 -1.686 5.886 -0.1 0.0 0.1
H -0.962 -2.814 5.057 0.0 -0.1 0.0
C -0.246 -0.778 5.105 0.2 -0.2 0.5
C -0.349 0.459 5.997 -0.1 -0.2 -0.4
H 0.078 0.252 6.974 0.1 0.0 0.1
H 0.187 1.288 5.542 0.1 0.1 0.0
H -1.391 0.745 6.118 -0.1 0.0 0.0
C 1.217 -1.131 4.842 -0.2 0.0 -0.2
H 1.754 -1.204 5.784 0.0 0.0 0.1
H 1.671 -0.360 4.224 0.1 0.1 0.0
H 1.290 -2.078 4.315 0.1 0.0 0.0
O -0.885 -0.370 3.866 -0.1 0.4 0.3
C -0.897 -1.164 2.811 -0.3 -0.1 -0.5
O -0.505 -2.298 2.750 0.0 0.0 0.1
C -1.550 -0.445 1.620 0.4 0.1 0.2
N -0.732 -0.628 0.448 -0.2 -0.1 0.1
C 0.591 -0.450 0.531 -0.3 0.0 -0.3
O 1.180 -0.081 1.539 0.2 0.1 0.2
C 1.351 -0.708 -0.709 -0.1 -0.2 -0.5
C 1.068 -1.060 -2.020 0.5 0.3 0.8
N 2.232 -1.102 -2.736 0.0 -0.1 -0.3
C 3.186 -0.802 -1.901 0.1 0.0 -0.1
N 2.706 -0.556 -0.667 -0.2 0.0 0.2
H 3.192 -0.301 0.181 0.0 0.0 -0.1
H 4.226 -0.757 -2.157 0.2 0.0 0.1
C -0.213 -1.305 -2.695 -0.1 -0.2 -0.1
O -1.301 -1.286 -2.133 -0.1 0.0 0.0
N -0.062 -1.569 -4.011 0.2 -0.1 -0.1
H 0.881 -1.472 -4.368 -0.1 0.0 0.0
C -1.166 -1.455 -4.938 -0.2 0.3 0.1
C -1.235 0.042 -5.247 0.1 -0.6 -0.4
O -0.626 0.581 -6.133 0.1 0.1 -0.1
O -1.943 0.654 -4.310 -0.5 0.0 0.3
C -1.754 2.065 -4.129 0.3 0.3 -0.1
C -0.686 2.255 -3.083 -0.2 0.0 -0.2
C 0.654 2.257 -3.452 0.0 0.0 0.0
C 1.642 2.358 -2.488 0.1 0.0 0.0
C 1.299 2.454 -1.150 0.1 0.1 0.0
C -0.034 2.441 -0.777 -0.1 0.1 0.1
C -1.023 2.334 -1.738 0.1 0.1 -0.1
H -2.062 2.312 -1.447 -0.1 0.0 0.0
H -0.299 2.511 0.267 0.0 0.0 0.1
H 2.067 2.539 -0.396 0.1 0.0 0.1
H 2.681 2.361 -2.786 0.1 0.0 0.0
H 0.922 2.177 -4.495 0.0 0.0 -0.1
H -2.717 2.457 -3.798 0.1 -0.1 -0.1
H -1.465 2.514 -5.085 -0.1 0.0 0.2
H -2.077 -1.781 -4.433 0.1 0.0 -0.1
H -0.968 -2.039 -5.835 0.0 0.1 0.1
H -1.142 -0.930 -0.441 0.1 0.0 0.0
H -1.657 0.615 1.872 -0.1 -0.1 0.0
H -2.531 -0.885 1.437 0.0 0.0 0.0
```
Forces are in eV/Å.

## Properties
F_max	0.0194	hartree/bohr
electronic energy	-39377.7093	eV
ΔE to the lowest compared entry with this formula, charge and spin	46.7	kJ/mol
frontier orbital gap	9.82	eV
highest occupied orbital energy	-9.27	eV
structure (SMILES)	CC(C)(C)OC(=O)CNC(=O)c1[nH]cnc1C(=O)NCC(=O)OCc1ccccc1

---

No. 4
The following is a quantum chemistry calculation of a structure of composition C31H38FNNiPSi2, from OMol25.

Geometry as XYZ:
```
75
Properties=species:S:1:pos:R:3:forces:R:3
Ni 0.721 0.913 0.336 -0.2 0.0 -0.2
C -0.281 1.958 4.825 0.0 0.0 0.0
Si 0.892 1.564 3.393 0.0 0.0 0.0
C 1.372 3.217 2.657 0.0 0.0 0.0
C 2.390 0.797 4.240 0.0 0.0 0.0
N 0.231 0.567 2.174 0.1 0.1 -0.3
C -0.623 -0.495 2.326 0.0 0.0 0.0
C -1.712 -0.534 3.221 0.0 0.0 0.0
C -2.564 -1.625 3.324 0.0 0.0 0.0
C -2.390 -2.744 2.522 0.0 0.0 0.0
C -1.337 -2.744 1.615 0.0 0.0 0.0
C -0.499 -1.655 1.540 -0.1 -0.1 0.0
F 0.520 -1.730 0.647 0.0 0.0 0.0
H 0.220 2.657 5.502 0.0 0.0 0.0
H -0.542 1.069 5.403 0.0 0.0 0.0
H -1.206 2.430 4.484 0.0 0.0 0.0
H 1.915 3.824 3.388 0.0 0.0 0.0
H 0.480 3.769 2.347 0.0 0.0 0.0
H 2.005 3.081 1.779 0.0 0.0 0.0
H 2.711 1.409 5.089 0.0 0.0 0.0
H 3.235 0.687 3.558 0.0 0.0 0.0
H 2.137 -0.198 4.616 0.0 0.0 0.0
H -1.904 0.341 3.827 0.0 0.0 0.0
H -3.385 -1.585 4.031 0.0 0.0 0.0
H -3.055 -3.595 2.590 0.0 0.0 0.0
H -1.147 -3.581 0.954 0.0 0.0 0.0
C -1.829 -3.949 -2.550 0.0 0.0 0.0
C -0.680 -3.613 -3.258 0.0 0.0 0.0
C -0.179 -2.323 -3.195 0.0 0.0 0.0
C -0.825 -1.342 -2.439 0.0 0.0 -0.1
C -1.969 -1.690 -1.729 0.0 0.0 0.0
C -2.466 -2.986 -1.784 0.0 0.0 0.0
P -0.086 0.334 -2.345 0.0 0.1 0.3
C -0.181 0.877 -4.098 0.0 0.0 0.0
C -1.024 0.305 -5.050 0.0 0.0 0.0
C -1.074 0.807 -6.344 0.0 0.0 0.0
C -0.284 1.890 -6.704 0.0 0.0 0.0
C 0.560 2.466 -5.765 0.0 0.0 0.0
C 0.615 1.958 -4.476 0.0 0.0 0.0
C -1.384 1.289 -1.526 -0.1 0.1 0.0
C -2.548 1.795 -2.105 0.0 0.0 0.0
C -3.477 2.430 -1.298 0.0 0.0 0.0
C -3.238 2.532 0.073 0.0 0.0 0.0
C -2.074 2.021 0.628 -0.1 0.0 0.0
C -1.096 1.398 -0.157 0.0 -0.1 0.1
H -2.216 -4.960 -2.589 0.0 0.0 0.0
H -0.167 -4.362 -3.849 0.0 0.0 0.0
H 0.727 -2.074 -3.734 0.0 0.0 0.0
H -2.463 -0.948 -1.113 0.0 0.0 0.0
H -3.350 -3.241 -1.211 0.0 0.0 0.0
H -1.646 -0.538 -4.775 0.0 0.0 0.0
H -1.736 0.352 -7.071 0.0 0.0 0.0
H -0.323 2.280 -7.714 0.0 0.0 0.0
H 1.184 3.308 -6.040 0.0 0.0 0.0
H 1.283 2.403 -3.746 0.0 0.0 0.0
H -2.727 1.693 -3.171 0.0 0.0 0.0
H -4.385 2.837 -1.727 0.0 0.0 0.0
H -3.970 3.022 0.706 0.0 0.0 0.0
H -1.910 2.107 1.698 0.0 0.0 0.0
C 3.960 -1.809 1.080 0.0 0.0 0.0
Si 3.643 -0.550 -0.288 0.0 -0.1 0.1
C 5.325 0.002 -0.963 0.0 0.0 0.0
C 2.856 -1.536 -1.686 0.0 0.0 0.0
C 2.691 0.861 0.427 0.3 -0.1 0.1
H 4.512 -2.682 0.720 0.0 0.0 0.0
H 3.001 -2.154 1.479 0.0 0.0 0.0
H 4.522 -1.365 1.907 0.0 0.0 0.0
H 5.911 -0.836 -1.353 0.0 0.0 0.0
H 5.912 0.494 -0.182 0.0 0.0 0.0
H 5.188 0.722 -1.776 0.0 0.0 0.0
H 3.500 -2.387 -1.931 0.0 0.0 0.0
H 2.718 -0.941 -2.594 0.0 0.0 0.0
H 1.882 -1.922 -1.379 0.0 0.0 0.0
H 3.026 1.812 -0.020 -0.1 0.0 -0.1
H 3.047 0.892 1.466 0.0 0.1 -0.1
```
Forces are in eV/Å.

## Properties
net charge	-1
F_max	0.0062	hartree/bohr
electronic energy	-103061.4076	eV
frontier orbital gap (alpha / beta)	6.79 / 6.79	eV
highest occupied orbital energy (alpha / beta)	-4.06 / -4.07	eV

---

Among the records above, which one has the lowest F_max? C40H50Br2IrN6S